Record 1
A structure of composition C5H8FMgO4 in a non-equilibrium geometry, computed with ωB97M-V/def2-TZVPD.

Positions of all 19 atoms, in Å:
Mg1 1.2190 -0.8315 4.2734
F1 1.2378 -0.2320 5.9643
O1 -0.4834 0.0185 -0.8708
O2 1.5179 -2.0263 0.3293
O3 1.1605 -1.6268 2.4805
O4 0.9287 -0.0079 0.9560
C1 1.5135 -1.2734 -0.8967
C2 -1.1434 1.2869 -0.9494
C3 1.0856 -1.2797 1.3067
C4 0.8448 0.0498 -0.5086
C5 -2.4859 1.0924 -1.6116
H1 -2.3690 0.6787 -2.6222
H2 1.3843 0.9591 -0.8022
H3 2.5480 -1.1460 -1.2286
H4 0.9220 -1.8140 -1.6407
H5 -1.2546 1.6920 0.0674
H6 -2.9918 2.0633 -1.6943
H7 -3.1197 0.4177 -1.0211
H8 -0.5143 1.9791 -1.5313

Values from the calculation:
* energy relative to the best compared isomer or geometry (same formula, charge and spin): 0.000 eV
* charge: +1
* HOMO energy: -0.5394 hartree
* LUMO energy: -4.7 eV
* maximum force: 3.0 eV Å⁻¹
* 2S+1: 1

natural (NBO) population analysis, charges in e, atoms 1 to 8:
1. Mg 1.89
2. F -0.92
3. O -0.51
4. O -0.41
5. O -0.85
6. O -0.48
7. C -0.12
8. C -0.07

***

Record 2
The molecule C5H8FN3O in a non-equilibrium geometry, computed with ωB97M-V/def2-TZVPD.

Positions of all 18 atoms, in Å:
F1 -2.2327 -2.0194 1.0590
O1 1.2457 1.4041 -2.0200
N1 -1.0945 -0.8612 -0.4912
N2 -1.3110 -1.0732 0.7537
N3 -0.4332 0.0871 -2.8717
C1 0.4334 0.4981 -1.9155
C2 -0.1447 -1.0616 1.6554
C3 0.2180 -0.2299 -0.6579
C4 0.7239 1.3475 1.1122
C5 0.8113 -0.1888 0.8154
H1 1.2256 1.7779 0.2638
H2 -0.4043 -0.7157 2.6457
H3 -0.6407 0.7901 -3.6138
H4 1.1516 1.5474 2.0768
H5 0.2136 -2.0520 1.6773
H6 -0.3982 1.7441 1.1152
H7 1.8952 -0.5205 0.9476
H8 -1.2589 -0.4739 -2.5522

Values from the calculation:
* energy relative to the best compared isomer or geometry (same formula, charge and spin): 0.892 eV
* charge: 0
* HOMO energy (spin up / spin down): -0.3103 / -0.3103 hartree
* SMILES: C[C@H]1CN(F)N=C1C(N)=O
* LUMO energy (spin up / spin down): 0.0 / 0.0 eV
* maximum force: 7.5 eV Å⁻¹
* 2S+1: 1

natural (NBO) population analysis, charges in e, atoms 1 to 8:
1. F -0.21
2. O -0.61
3. N -0.18
4. N 0.16
5. N -0.82
6. C 0.60
7. C -0.26
8. C 0.04

***

Record 3
A structure of composition C5H8FeO3 in a non-equilibrium geometry, computed with ωB97M-V/def2-TZVPD.

Positions of all 17 atoms, in Å:
Fe1 -0.9658 -0.0697 -1.4215
O1 0.5489 -1.0951 -0.5561
O2 -0.6833 1.0903 0.1690
O3 -2.1511 -0.5336 -2.7918
C1 0.7323 -0.7063 0.7967
C2 1.1068 -3.5317 -1.1577
C3 0.5494 0.7930 0.8387
C4 0.9327 -2.3301 -0.8941
C5 -1.1601 2.4158 0.3770
H1 1.7525 -0.9549 1.1378
H2 -0.3914 3.1370 0.0663
H3 -0.0024 -1.2185 1.4394
H4 1.3681 1.3243 0.3315
H5 1.3434 -4.5417 -1.4251
H6 0.4883 1.1282 1.8823
H7 -1.4071 2.5431 1.4381
H8 -2.0612 2.5499 -0.2304

Values from the calculation:
* energy relative to the best compared isomer or geometry (same formula, charge and spin): 0.000 eV
* ⟨S²⟩: 6.034
* charge: 0
* HOMO energy (spin up / spin down): -0.2489 / -0.2396 hartree
* LUMO energy (spin up / spin down): 0.1 / 0.1 eV
* maximum force: 6.8 eV Å⁻¹
* 2S+1: 5

natural (NBO) population analysis, charges in e, atoms 1 to 8:
1. Fe 1.18
2. O -0.57
3. O -0.61
4. O -1.26
5. C -0.09
6. C -0.27
7. C -0.09
8. C 0.26

***

Record 4
A structure of composition C5H8IN2S in a non-equilibrium geometry, computed with ωB97M-V/def2-TZVPD.

Positions of all 17 atoms, in Å:
I1 3.1690 1.1996 0.5299
S1 1.0865 -0.8666 1.7050
N1 1.3495 -0.9294 -1.3675
N2 -1.9233 0.6739 -1.1896
C1 -1.5257 -0.5136 0.7694
C2 0.0591 1.3329 0.3658
C3 -0.7129 -1.2092 1.5657
C4 1.2120 0.4674 0.6316
C5 -1.1015 0.5378 -0.2509
H1 -2.4934 -0.8308 0.8628
H2 0.4421 -0.5405 -1.6327
H3 1.3146 -1.9428 -1.2573
H4 1.8372 -0.7532 -2.2122
H5 -0.9510 -1.9228 2.2619
H6 0.2305 2.2849 -0.2373
H7 -1.7168 1.4100 -1.8706
H8 -0.2758 1.6024 1.3259

Values from the calculation:
* energy relative to the best compared isomer or geometry (same formula, charge and spin): 1.561 eV
* charge: +1
* HOMO energy: -0.5023 hartree
* LUMO energy: -5.7 eV
* maximum force: 4.0 eV Å⁻¹
* 2S+1: 1

natural (NBO) population analysis, charges in e, atoms 1 to 8:
1. I 0.44
2. S 0.53
3. N -1.01
4. N -0.51
5. C -0.21
6. C -0.65
7. C -0.31
8. C -0.13

***

Record 5
The molecule C5H8IN3S in a non-equilibrium geometry, computed with ωB97M-V/def2-TZVPD.

Positions of all 18 atoms, in Å:
I1 -1.3130 -1.5249 4.1634
S1 1.2641 0.2733 1.8366
N1 -0.0780 -0.2297 -0.3183
N2 -0.4760 -1.9247 1.2654
N3 -0.1319 -2.2832 2.5321
C1 0.2725 1.7558 -1.7081
C2 0.5814 0.9187 -0.5249
C3 0.0522 -0.6868 0.9615
C4 -0.9242 -0.8062 -1.3288
C5 1.3367 1.3592 0.5181
H1 -1.5972 -1.7163 -0.8764
H2 0.9601 1.6456 -2.4598
H3 1.7342 2.3063 0.5033
H4 0.2326 2.8627 -1.3837
H5 0.7730 -2.0209 2.8218
H6 -0.5667 1.5053 -2.2040
H7 -0.4459 -1.2409 -2.1065
H8 -1.6737 -0.1935 -1.6917

Values from the calculation:
* energy relative to the best compared isomer or geometry (same formula, charge and spin): 0.000 eV
* ⟨S²⟩: 2.022
* charge: 0
* HOMO energy (spin up / spin down): -0.2102 / -0.2959 hartree
* LUMO energy (spin up / spin down): 0.5 / -1.7 eV
* maximum force: 5.9 eV Å⁻¹
* 2S+1: 3

natural (NBO) population analysis, charges in e, atoms 1 to 8:
1. I -0.06
2. S 0.41
3. N -0.38
4. N -0.33
5. N -0.44
6. C -0.64
7. C 0.21
8. C 0.21

***

Record 6
The molecule C5H8IP in a non-equilibrium geometry, computed with ωB97M-V/def2-TZVPD.

Positions of all 15 atoms, in Å:
I1 3.7612 0.9814 -1.4692
P1 1.8847 -0.3979 -2.1787
C1 0.0947 0.8256 -0.0544
C2 -0.2564 -0.5596 0.6336
C3 0.4757 0.6636 -1.5739
C4 -1.5681 -0.5003 1.4716
C5 0.5528 -1.5607 0.7105
H1 -0.5888 0.2414 -1.9446
H2 0.5475 1.7453 -1.9654
H3 0.9732 1.0409 0.5381
H4 -1.5909 -1.3882 2.0949
H5 -0.8170 1.3954 -0.1344
H6 -2.4795 -0.3109 0.8553
H7 -1.5390 0.3468 2.0763
H8 0.5499 -2.5228 0.9403

Values from the calculation:
* energy relative to the best compared isomer or geometry (same formula, charge and spin): 0.437 eV
* ⟨S²⟩: 2.015
* charge: 0
* HOMO energy (spin up / spin down): -0.2815 / -0.3417 hartree
* LUMO energy (spin up / spin down): 0.2 / -1.5 eV
* maximum force: 4.1 eV Å⁻¹
* 2S+1: 3

natural (NBO) population analysis, charges in e, atoms 1 to 8:
1. I -0.14
2. P 0.46
3. C -0.44
4. C -0.10
5. C -0.80
6. C -0.63
7. C -0.10
8. H 0.23

***

Record 7
A structure of composition C5H8MgO5Sc in a non-equilibrium geometry, computed with ωB97M-V/def2-TZVPD.

Positions of all 20 atoms, in Å:
Sc1 5.2963 -2.0537 0.3051
Mg1 0.6211 1.5724 0.4879
O1 0.7619 0.0004 1.7705
O2 -0.9505 0.0163 -0.0826
O3 -0.4889 2.4630 -0.7903
O4 3.4820 -1.1302 -0.2614
O5 2.3651 0.7666 -0.1327
C1 2.5025 -0.4567 0.1173
C2 -0.7173 -1.1633 0.4086
C3 -0.2212 -0.9692 1.8111
C4 -1.7233 1.9507 -1.1385
C5 -1.6773 0.4243 -1.2655
H1 -2.5105 2.2058 -0.4001
H2 0.1810 -1.9579 2.1209
H3 -1.0599 0.1142 -2.1185
H4 1.4456 -1.2651 -0.1226
H5 -1.4619 -1.9445 0.2043
H6 -2.6531 -0.0759 -1.2558
H7 -2.0789 2.3303 -2.1160
H8 -1.1127 -0.8276 2.4584

Values from the calculation:
* energy relative to the best compared isomer or geometry (same formula, charge and spin): 5.686 eV
* ⟨S²⟩: 0.751
* charge: +2
* HOMO energy (spin up / spin down): -0.5309 / -0.5309 hartree
* LUMO energy (spin up / spin down): -9.8 / -9.8 eV
* maximum force: 7.4 eV Å⁻¹
* 2S+1: 2

natural (NBO) population analysis, charges in e, atoms 1 to 8:
1. Sc 1.83
2. Mg 1.83
3. O -0.97
4. O -0.44
5. O -1.04
6. O -0.90
7. O -0.73
8. C 0.76